Computed, not measured: a 2-piece molecular cluster, C4H7N2O6S overall in a non-equilibrium geometry, with ωB97M-V/def2-TZVPD.

Values from the calculation:
multiplicity = 1
total charge = -1
DFT total energy = -30357.9269 eV
gap between HOMO and LUMO = 0.350 hartree
HOMO = -6.1 eV
energy relative to the best compared isomer or geometry (same formula, charge and spin) = 146.8 kcal/mol

Atoms and positions in Å:
C 0.5885 -0.8529 1.0507
C -0.0944 0.3318 0.2183
C -0.9379 1.1340 1.2381
C -1.6326 2.1470 0.5637
N -1.8212 2.9732 -0.2138
N -3.9223 0.4273 0.0131
O -2.6700 -1.6090 0.6784
O -2.1523 3.8724 -0.9204
O -3.6255 1.1525 -0.8989
O -4.1121 0.8274 1.1467
O -3.6267 -1.5679 -1.6514
O -5.0744 -1.8427 0.2617
S -3.8190 -1.3387 -0.2216
H 1.3635 -0.4894 1.6226
H 1.0748 -1.6286 0.3039
H -0.2834 -1.2088 1.7577
H -0.8291 -0.0095 -0.5171
H 0.6069 0.9728 -0.3193
H -0.2161 1.5824 2.0931
H -1.6571 0.5087 1.6859

Computed, not measured: C4H7N2OS as an isolated structure in a non-equilibrium geometry, with ωB97M-V/def2-TZVPD.

Values from the calculation:
multiplicity = 1
total charge = +1
DFT total energy = -20114.1040 eV
gap between HOMO and LUMO (spin up / spin down) = 0.296 / 0.265 hartree
HOMO (spin up / spin down) = -12.4 / -12.6 eV
energy relative to the best compared isomer or geometry (same formula, charge and spin) = 78.0 kcal/mol

Atoms and positions in Å:
C -3.0591 -1.1791 -0.2123
C -3.0148 1.1169 0.0508
C -2.1993 -0.0170 -0.1748
C 0.7408 -0.1635 0.6396
N -4.3213 -0.9390 -0.1075
N 1.5778 0.3801 -0.4040
O -0.9727 0.0132 -0.5192
S -4.6283 0.6660 0.0968
H -2.7128 -2.1843 -0.3747
H -2.6947 2.1388 0.1085
H 0.7619 -1.2310 0.7676
H 0.5509 0.4482 1.5032
H 1.5676 1.4067 -0.3772
H 1.1633 0.0811 -1.3035
H 2.5520 0.0452 -0.3422

Computed, not measured: C4H7N2OS as an isolated structure in a non-equilibrium geometry, with ωB97M-V/def2-TZVPD.

Values from the calculation:
multiplicity = 1
total charge = +1
DFT total energy = -20112.5570 eV
gap between HOMO and LUMO (spin up / spin down) = 0.279 / 0.279 hartree
HOMO (spin up / spin down) = -14.3 / -14.3 eV
energy relative to the best compared isomer or geometry (same formula, charge and spin) = 113.7 kcal/mol

Atoms and positions in Å:
C 0.4040 1.3395 0.3967
C -0.8546 -1.3970 0.7744
C -0.5113 0.6324 -0.5584
C 0.8182 -0.2222 -0.9984
N -1.4850 -0.4033 -0.0475
N 1.5476 0.5115 0.0207
O 2.6927 0.5575 0.4745
S 0.8769 -1.7496 0.0410
H 0.5414 2.4252 0.1320
H 0.1619 1.5711 1.5143
H -0.7730 -1.0950 1.7785
H -1.4432 -2.2801 0.5003
H -1.1014 1.2564 -1.1354
H 1.1023 -0.3433 -2.0485
H -1.9765 -0.8029 -0.8441

Computed, not measured: C4H7N2P as an isolated structure in a non-equilibrium geometry, with ωB97M-V/def2-TZVPD.

Values from the calculation:
multiplicity = 1
DFT total energy = -16525.3608 eV
gap between HOMO and LUMO = 0.308 hartree
HOMO = -8.5 eV
energy relative to the best compared isomer or geometry (same formula, charge and spin) = 102.6 kcal/mol

Atoms and positions in Å:
C -0.6291 0.8997 -2.2479
C 0.0450 1.8623 -1.5206
C 0.0080 -0.0527 -0.5577
C 0.5504 -1.7034 1.1827
N -0.5564 -0.2658 -1.6859
N 0.4015 1.1698 -0.4176
P -0.0493 -0.5471 2.3625
H -0.7960 0.9519 -3.3236
H 0.2122 2.8445 -1.7307
H 1.5467 -1.8394 1.0576
H -0.0974 -2.5818 0.8025
H 0.6403 1.6250 0.5547
H 0.1553 -1.4801 3.3419
H -1.4310 -0.8829 2.1821

Computed, not measured: an isolated ion of composition C4H7N2S and charge +1 in a non-equilibrium geometry, with ωB97M-V/def2-TZVPD.

Values from the calculation:
multiplicity = 1
total charge = +1
DFT total energy = -18066.4131 eV
gap between HOMO and LUMO (spin up / spin down) = 0.222 / 0.222 hartree
HOMO (spin up / spin down) = -11.3 / -11.3 eV
energy relative to the best compared isomer or geometry (same formula, charge and spin) = 91.8 kcal/mol

Atoms and positions in Å:
C 0.3894 1.4593 -0.1633
C 2.5803 0.2187 0.1275
C -0.6463 -0.6951 -0.0443
C -1.8533 -1.4740 0.1711
N -0.6112 0.6247 -0.0460
N 1.7630 1.1978 -0.0482
S 3.6289 -0.9500 0.1360
H 0.1574 2.5249 -0.0447
H 0.3164 -1.1401 -0.1950
H -2.0850 -1.9532 -0.7324
H -2.6155 -0.7664 0.4696
H -1.7923 -2.1943 0.9736
H -1.5426 1.1874 -0.1435
H 2.3111 1.9601 -0.4604

Computed, not measured: an isolated ion of composition C4H7N2S and charge +1 in a non-equilibrium geometry, with ωB97M-V/def2-TZVPD.

Values from the calculation:
SMILES string = SN1C=[NH+]C=CC1
multiplicity = 1
total charge = +1
DFT total energy = -18067.9293 eV
gap between HOMO and LUMO = 0.309 hartree
HOMO = -13.0 eV
energy relative to the best compared isomer or geometry (same formula, charge and spin) = 56.8 kcal/mol

Atoms and positions in Å:
C -1.0794 -1.1824 -0.0898
C -1.8437 0.1020 -0.0090
C 0.3186 1.1433 0.0325
C 0.3875 -1.2573 0.1265
N 1.0213 0.0545 -0.0906
N -1.0222 1.2298 -0.0455
S 2.7608 0.0160 -0.1218
H -1.6533 -2.0056 -0.3269
H -2.8800 0.0389 0.1473
H 0.9474 2.0004 0.2240
H 0.7729 -1.5733 1.1722
H 0.9614 -1.9069 -0.5963
H -1.3767 2.1168 0.2884
H 2.6855 1.2237 -0.7109

Computed, not measured: an isolated ion of composition C4H7N2S3 and charge +1 in a non-equilibrium geometry, with ωB97M-V/def2-TZVPD.

Values from the calculation:
multiplicity = 1
total charge = +1
DFT total energy = -39738.1132 eV
gap between HOMO and LUMO = 0.297 hartree
HOMO = -12.6 eV
energy relative to the best compared isomer or geometry (same formula, charge and spin) = 18.9 kcal/mol

Atoms and positions in Å:
C 0.7823 -2.0604 -0.9046
C -0.3510 0.1582 0.0129
C 1.8009 0.9593 0.8820
C -3.0343 0.8391 -0.2467
N 1.5270 -1.0669 -0.3394
N 0.9216 -0.0162 0.2871
S 1.3837 -3.5236 -1.3387
S -0.8943 -1.5388 -0.9575
S -1.3833 1.3879 0.4270
H 2.8852 0.8438 0.5160
H 1.8511 0.7479 1.9747
H 1.7640 2.1026 0.8694
H -3.3577 1.8031 -0.6524
H -3.5013 0.5074 0.6168
H -2.9305 0.0705 -1.0551
H 2.5367 -1.2138 -0.0914

Computed, not measured: a single C4H7N3 molecule in a non-equilibrium geometry, with ωB97M-V/def2-TZVPD.

Values from the calculation:
SMILES string = [H]/N=C/N/N=C\C=C
multiplicity = 1
DFT total energy = -8728.8277 eV
gap between HOMO and LUMO = 0.346 hartree
HOMO = -8.8 eV
energy relative to the best compared isomer or geometry (same formula, charge and spin) = 65.8 kcal/mol

Atoms and positions in Å:
C -2.6213 0.6507 0.0593
C -1.3669 0.3652 0.4114
C -0.8823 -0.8778 -0.2852
C 1.7935 0.4070 0.1308
H -3.2050 1.5270 0.4117
H -3.2657 -0.0604 -0.5524
H -0.8295 0.9821 1.0853
H -1.6291 -1.5455 -0.8488
H 1.9402 -1.4771 0.6658
H 2.6652 0.5909 0.7435
H 2.1602 2.1916 -0.3759
N 0.2947 -1.4415 -0.3100
N 1.2867 -0.7858 0.4174
N 1.3651 1.4445 -0.5398

Computed, not measured: a single C4H7N3 molecule in a non-equilibrium geometry, with ωB97M-V/def2-TZVPD.

Values from the calculation:
SMILES string = C=NN(C)CC#N
multiplicity = 1
DFT total energy = -8726.9889 eV
gap between HOMO and LUMO = 0.358 hartree
HOMO = -9.0 eV
energy relative to the best compared isomer or geometry (same formula, charge and spin) = 108.2 kcal/mol

Atoms and positions in Å:
C 0.4547 1.2947 0.2687
C -0.7447 -1.0525 0.4604
C -2.0373 -0.3165 -0.0234
C 2.6127 -0.0015 -0.2140
H -0.5357 1.8402 0.5087
H 1.0285 1.6322 1.0744
H 0.7971 1.7376 -0.7674
H -1.0227 -0.8624 1.4872
H -0.7212 -1.9974 -0.0069
H 3.3847 -0.6822 -0.4612
H 2.8174 1.1025 0.4669
N 0.3278 -0.0927 -0.0814
N -2.9183 0.4670 -0.4263
N 1.5247 -0.7051 -0.2426

Computed, not measured: a single C4H7N3 molecule, with ωB97M-V/def2-TZVPD.

Values from the calculation:
multiplicity = 1
DFT total energy = -8728.7230 eV
gap between HOMO and LUMO (spin up / spin down) = 0.285 / 0.285 hartree
HOMO (spin up / spin down) = -7.3 / -7.3 eV
energy relative to the best compared isomer or geometry (same formula, charge and spin) = 68.2 kcal/mol

Atoms and positions in Å:
C 2.5742 -0.1284 0.2594
N 1.2930 -0.2404 0.4672
C 0.2887 0.5809 -0.2310
C -0.9415 -0.1904 0.1495
C -2.2992 0.0037 -0.4329
N -0.6361 -1.0741 1.0307
N 0.7090 -1.1086 1.3017
H 2.9089 0.5337 -0.5238
H 3.2477 -0.7481 0.8323
H 0.5157 0.6495 -1.2951
H 0.2956 1.5861 0.2087
H -2.9747 -0.7486 -0.0198
H -2.7068 0.9999 -0.2230
H -2.2745 -0.1153 -1.5241

Computed, not measured: a 2-piece molecular cluster, C4H7N3 overall, with ωB97M-V/def2-TZVPD.

Values from the calculation:
multiplicity = 1
DFT total energy = -8727.8076 eV
gap between HOMO and LUMO = 0.330 hartree
HOMO = -8.2 eV
energy relative to the best compared isomer or geometry (same formula, charge and spin) = 89.3 kcal/mol

Atoms and positions in Å:
N -2.1492 -0.0516 0.2084
C -1.2032 -0.0683 -0.7441
C -0.0849 -0.9774 -0.7330
C 0.8498 -0.2436 -0.0431
N 2.0384 -0.6673 0.5181
C 0.2717 1.0677 0.2320
N -0.7033 1.2349 -0.8182
H -2.3902 -0.9964 0.5074
H -1.1005 0.4850 1.0053
H -0.1430 -2.0552 -0.8264
H 2.7642 0.0329 0.5711
H 2.3813 -1.5527 0.1740
H 0.9106 1.9160 0.4888
H -1.4418 1.8760 -0.5403

Computed, not measured: a single C4H7N3 molecule, with ωB97M-V/def2-TZVPD.

Values from the calculation:
multiplicity = 1
DFT total energy = -8726.0250 eV
gap between HOMO and LUMO = 0.328 hartree
HOMO = -9.0 eV
energy relative to the best compared isomer or geometry (same formula, charge and spin) = 130.4 kcal/mol

Atoms and positions in Å:
C 0.5383 -1.9004 0.2332
C 0.9902 -0.6190 -0.4541
C 0.0410 0.5835 -0.0294
C -0.5701 0.5772 -1.2106
N -1.6516 2.3284 0.4810
N -1.0594 1.8699 1.4735
N -0.0386 0.9639 1.2255
H 1.3210 -2.6633 0.1769
H 0.3301 -1.6863 1.2823
H -0.3692 -2.3019 -0.2314
H 1.9422 -0.2404 -0.0840
H 1.1509 -0.8128 -1.5342
H -0.2291 0.9587 -2.1715
H -2.3956 2.9425 0.8429